Arrangement a

DFT (the ωB97M-V functional and the def2-TZVPD basis) results for a single C2H2F2O molecule.

Element x y z (Å)
C -0.840 0.065 0.940
C 0.779 -0.307 -0.881
O -0.373 -0.210 -0.255
F 0.678 -0.215 -2.212
F 1.815 0.439 -0.435
H -1.834 -0.281 1.140
H -0.224 0.509 1.702

The HOMO-LUMO gap (alpha / beta) is 8.96 / 8.52 eV. For the LUMO energy (alpha / beta), the calculation gives 0.2 / 0.1 eV.

Charges per atom according to natural (NBO) partitioning, unit e: atom 1 (C): -0.072, atom 2 (C): 0.837, atom 3 (O): -0.453, atom 4 (F): -0.316, atom 5 (F): -0.335, atom 6 (H): 0.174, atom 7 (H): 0.166

***

Arrangement b

DFT (the ωB97M-V functional and the def2-TZVPD basis) results for a single C2H2F2O molecule.

Element x y z (Å)
C -0.372 -0.704 0.217
C 0.359 0.616 -0.129
O 0.672 -0.505 -0.809
F -0.296 1.503 -0.834
F 1.382 1.208 0.594
H -0.338 -1.317 1.123
H -1.408 -0.801 -0.163

The HOMO-LUMO gap is 12.42 eV. As for the SMILES: FC1(F)CO1. For the LUMO energy, the calculation gives 0.9 eV.

Charges per atom according to natural (NBO) partitioning, unit e: atom 1 (C): -0.185, atom 2 (C): 0.879, atom 3 (O): -0.465, atom 4 (F): -0.305, atom 5 (F): -0.323, atom 6 (H): 0.208, atom 7 (H): 0.190

***

Computed stability ranking, most favorable first: arrangement b, arrangement a

***

Arrangement a

DFT (the ωB97M-V functional and the def2-TZVPD basis) results for a gas-phase ion, CH3N2OS (charge +1).

Element x y z (Å)
C -0.472 1.046 0.614
N 0.371 -0.412 0.005
N -0.537 1.781 -0.350
O 0.747 -2.470 -0.669
S -0.183 -1.532 -0.933
H -0.637 1.046 1.689
H 0.820 -0.776 0.817
H -0.111 1.318 -1.174

The HOMO-LUMO gap is 8.72 eV. As for the charge: +1. For the LUMO energy, the calculation gives -7.4 eV.

Charges per atom according to natural (NBO) partitioning, unit e: atom 1 (C): 0.330, atom 2 (N): -0.913, atom 3 (N): -0.480, atom 4 (O): -0.735, atom 5 (S): 1.709, atom 6 (H): 0.264, atom 7 (H): 0.437, atom 8 (H): 0.389

***

Arrangement b

DFT (the ωB97M-V functional and the def2-TZVPD basis) results for a molecular structure, CH3N2OS.

Element x y z (Å)
C 0.100 -0.064 0.100
N 1.006 -1.052 0.060
N 0.539 1.168 0.153
O 1.843 1.267 0.009
S 2.681 -0.316 -0.042
H -0.855 -0.466 0.177
H 0.916 -2.103 0.127
H -0.206 2.243 0.033

The HOMO-LUMO gap is 7.82 eV. As for the charge: +1. For the LUMO energy, the calculation gives -5.8 eV.

Charges per atom according to natural (NBO) partitioning, unit e: atom 1 (C): 0.310, atom 2 (N): -0.693, atom 3 (N): -0.218, atom 4 (O): -0.441, atom 5 (S): 0.764, atom 6 (H): 0.260, atom 7 (H): 0.487, atom 8 (H): 0.531

***

Computed stability ranking, most favorable first: arrangement a, arrangement b

***

Arrangement a

DFT (the ωB97M-V functional and the def2-TZVPD basis) results for a single C26H32N4O4 molecule.

Element x y z (Å)
C -8.534 -3.987 0.377
H -9.307 -3.712 -0.349
O -8.172 -2.895 1.186
C -7.650 -1.787 0.589
C -7.326 -0.731 1.443
C -6.797 0.438 0.941
C -6.579 0.584 -0.425
C -6.891 -0.468 -1.271
C -7.425 -1.647 -0.776
H -7.660 -2.443 -1.465
H -6.708 -0.371 -2.330
C -5.973 1.851 -0.968
N -4.510 1.797 -0.896
C -3.860 1.215 -1.967
O -4.436 0.798 -2.944
N -2.492 1.144 -1.864
C -1.759 1.613 -0.804
C -0.371 1.518 -0.773
C 0.336 2.003 0.315
C -0.342 2.610 1.377
C -1.715 2.710 1.347
C -2.438 2.207 0.265
C -3.901 2.312 0.240
O -4.553 2.816 1.130
H -2.265 3.178 2.149
H 0.206 3.032 2.206
C 1.828 1.885 0.267
O 2.438 1.919 -0.785
N 2.428 1.741 1.468
H 1.861 1.610 2.291
C 3.851 1.537 1.611
C 4.178 0.127 2.105
H 3.673 -0.031 3.062
H 5.251 0.061 2.289
C 3.746 -0.995 1.130
N 4.664 -1.387 0.091
C 5.833 -2.087 0.583
C 6.799 -2.539 -0.513
C 7.847 -1.485 -0.869
C 7.302 -0.304 -1.668
H 8.111 0.417 -1.814
H 6.990 -0.649 -2.656
C 6.122 0.394 -0.997
H 5.914 1.320 -1.538
H 6.387 0.661 0.028
C 4.848 -0.465 -1.013
H 3.972 0.183 -1.050
H 4.845 -1.048 -1.943
H 8.302 -1.117 0.055
H 8.639 -1.960 -1.454
H 7.324 -3.424 -0.146
H 6.237 -2.833 -1.398
H 5.457 -2.973 1.110
H 6.407 -1.498 1.321
H 3.544 -1.895 1.721
H 2.808 -0.701 0.650
H 4.242 2.274 2.322
H 4.293 1.724 0.632
H 0.170 1.075 -1.595
H -2.013 0.726 -2.651
H -6.242 1.988 -2.017
H -6.286 2.712 -0.375
H -6.546 1.248 1.609
H -7.504 -0.855 2.500
H -7.669 -4.400 -0.153
H -8.931 -4.739 1.057

The HOMO-LUMO gap is 7.82 eV. As for the SMILES: COc1ccc(Cn2c(=O)[nH]c3cc(C(=O)NCCCN4CCCCCC4)ccc3c2=O)cc1. For the LUMO energy, the calculation gives -0.1 eV.

Charges per atom according to natural (NBO) partitioning, unit e: atom 1 (C): -0.252, atom 2 (H): 0.176, atom 3 (O): -0.492, atom 4 (C): 0.294, atom 5 (C): -0.256, atom 6 (C): -0.178, atom 7 (C): -0.085, atom 8 (C): -0.185, atom 9 (C): -0.269, atom 10 (H): 0.212, atom 11 (H): 0.227, atom 12 (C): -0.244, atom 13 (N): -0.458, atom 14 (C): 0.799, atom 15 (O): -0.619, atom 16 (N): -0.609, atom 17 (C): 0.283, atom 18 (C): -0.236, atom 19 (C): -0.083, atom 20 (C): -0.245, atom 21 (C): -0.117, atom 22 (C): -0.219, atom 23 (C): 0.683, atom 24 (O): -0.595, atom 25 (H): 0.242, atom 26 (H): 0.218, atom 27 (C): 0.662, atom 28 (O): -0.627, atom 29 (N): -0.605, atom 30 (H): 0.396, atom 31 (C): -0.232, atom 32 (C): -0.432, atom 33 (H): 0.197, atom 34 (H): 0.212, atom 35 (C): -0.202, atom 36 (N): -0.459, atom 37 (C): -0.208, atom 38 (C): -0.414, atom 39 (C): -0.392, atom 40 (C): -0.391, atom 41 (H): 0.204, atom 42 (H): 0.193, atom 43 (C): -0.430, atom 44 (H): 0.217, atom 45 (H): 0.192, atom 46 (C): -0.234, atom 47 (H): 0.233, atom 48 (H): 0.181, atom 49 (H): 0.190, atom 50 (H): 0.206, atom 51 (H): 0.212, atom 52 (H): 0.207, atom 53 (H): 0.194, atom 54 (H): 0.152, atom 55 (H): 0.194, atom 56 (H): 0.195, atom 57 (H): 0.197, atom 58 (H): 0.235, atom 59 (H): 0.236, atom 60 (H): 0.424, atom 61 (H): 0.237, atom 62 (H): 0.241, atom 63 (H): 0.230, atom 64 (H): 0.223, atom 65 (H): 0.175, atom 66 (H): 0.200

***

Arrangement b

DFT (the ωB97M-V functional and the def2-TZVPD basis) results for 2 unconnected molecules or ions with the total composition C26H32N4O4.

Element x y z (Å)
C -5.222 -3.321 -0.821
O -4.498 -4.150 0.110
C -3.166 -3.927 0.261
C -2.425 -2.913 -0.351
C -1.167 -2.570 0.143
C -0.469 -1.334 -0.365
C -0.675 -0.116 0.548
C -2.143 0.313 0.640
O -3.072 -0.307 1.157
N -2.241 1.543 0.060
C -3.512 2.218 -0.070
C -0.981 2.160 -0.335
C -0.995 2.421 -1.848
C -0.781 3.459 0.459
N -0.027 1.099 0.045
C 1.307 1.149 -0.127
C 1.974 2.246 -0.664
C 3.339 2.326 -0.869
C 3.992 3.481 -1.404
C 5.408 3.506 -1.568
C 6.052 4.614 -2.109
C 5.313 5.744 -2.501
C 3.920 5.755 -2.336
C 3.269 4.650 -1.795
C -0.560 -3.351 1.126
C -1.247 -4.429 1.696
O -0.816 -5.205 2.724
C 0.553 -5.073 3.154
C -2.532 -4.759 1.210
O -3.233 -5.780 1.787
C -4.000 -5.465 2.986
H -6.223 -3.752 -0.854
H -5.259 -2.284 -0.458
H -4.761 -3.345 -1.819
H -2.871 -2.336 -1.169
H 0.614 -1.513 -0.434
H -0.852 -1.070 -1.366
H -0.308 -0.346 1.566
H -4.303 1.547 0.275
H -3.530 3.136 0.530
H -3.696 2.486 -1.118
H -1.278 1.498 -2.374
H -1.726 3.208 -2.073
H -0.015 2.740 -2.207
H -0.930 3.255 1.528
H 0.221 3.870 0.321
H -1.514 4.205 0.127
H 1.860 0.258 0.196
H 1.370 3.103 -0.951
H 3.962 1.451 -0.618
H 5.976 2.626 -1.250
H 7.138 4.602 -2.227
H 5.812 6.610 -2.931
H 3.331 6.626 -2.630
H 2.184 4.685 -1.668
H 0.456 -3.109 1.459
H 0.694 -5.880 3.873
H 1.252 -5.185 2.312
H 0.710 -4.099 3.635
H -4.479 -6.404 3.258
H -3.323 -5.128 3.777
H -4.746 -4.697 2.755
N 4.923 -0.029 -0.411
C 6.112 0.043 0.089
N 7.197 0.218 0.553
H 4.637 -0.976 -0.640

The HOMO-LUMO gap is 4.41 eV. For the LUMO energy, the calculation gives -1.9 eV.

Charges per atom according to natural (NBO) partitioning, unit e: atom 1 (C): -0.256, atom 2 (O): -0.501, atom 3 (C): 0.364, atom 4 (C): -0.325, atom 5 (C): -0.005, atom 6 (C): -0.412, atom 7 (C): -0.123, atom 8 (C): 0.684, atom 9 (O): -0.595, atom 10 (N): -0.457, atom 11 (C): -0.420, atom 12 (C): 0.336, atom 13 (C): -0.639, atom 14 (C): -0.640, atom 15 (N): -0.359, atom 16 (C): 0.235, atom 17 (C): -0.400, atom 18 (C): 0.033, atom 19 (C): -0.072, atom 20 (C): -0.134, atom 21 (C): -0.222, atom 22 (C): -0.152, atom 23 (C): -0.222, atom 24 (C): -0.172, atom 25 (C): -0.351, atom 26 (C): 0.360, atom 27 (O): -0.503, atom 28 (C): -0.256, atom 29 (C): 0.158, atom 30 (O): -0.518, atom 31 (C): -0.243, atom 32 (H): 0.204, atom 33 (H): 0.187, atom 34 (H): 0.177, atom 35 (H): 0.211, atom 36 (H): 0.225, atom 37 (H): 0.217, atom 38 (H): 0.240, atom 39 (H): 0.258, atom 40 (H): 0.203, atom 41 (H): 0.202, atom 42 (H): 0.228, atom 43 (H): 0.226, atom 44 (H): 0.230, atom 45 (H): 0.232, atom 46 (H): 0.230, atom 47 (H): 0.227, atom 48 (H): 0.248, atom 49 (H): 0.193, atom 50 (H): 0.308, atom 51 (H): 0.265, atom 52 (H): 0.233, atom 53 (H): 0.222, atom 54 (H): 0.218, atom 55 (H): 0.197, atom 56 (H): 0.215, atom 57 (H): 0.206, atom 58 (H): 0.184, atom 59 (H): 0.178, atom 60 (H): 0.195, atom 61 (H): 0.180, atom 62 (H): 0.181, atom 63 (N): -1.063, atom 64 (C): 0.419, atom 65 (N): -0.621, atom 66 (H): 0.356

***

Computed stability ranking, most favorable first: arrangement a, arrangement b

***

Arrangement a

DFT (the ωB97M-V functional and the def2-TZVPD basis) results for a single C9H16N2O6 molecule.

Element x y z (Å)
C -0.697 1.853 -1.260
C -1.455 0.596 -1.566
C 0.242 2.242 -2.507
C 0.616 3.756 -2.421
C -0.340 -0.827 0.205
C 1.110 -0.812 -0.075
C -0.868 -2.136 0.880
C -0.172 -2.799 2.064
C -0.044 -1.810 3.258
H 1.007 2.161 -0.227
H -0.316 2.658 0.541
H -1.421 2.675 -1.361
H -0.238 2.042 -3.475
H 1.189 0.546 -2.427
H -0.333 4.383 -2.473
H 1.250 4.012 -3.229
H 1.023 3.994 -1.467
H -1.693 -1.332 -1.423
H -0.627 0.019 0.876
H -1.911 -1.866 1.172
H -1.094 -2.858 0.086
H -0.792 -3.583 2.503
H 0.793 -3.124 1.657
H -0.885 -0.466 4.191
H 2.723 -1.063 0.873
N 0.071 1.919 0.003
N -1.196 -0.574 -0.945
O -2.298 0.661 -2.466
O 1.449 1.471 -2.551
O 1.694 -0.776 -1.126
O 0.887 -1.599 4.050
O -1.132 -1.049 3.437
O 1.758 -0.956 1.072

The HOMO-LUMO gap is 9.98 eV. As for the SMILES: C[C@@H](O)[C@H](N)C(=O)N[C@@H](CCC(=O)O)C(=O)O. For the LUMO energy, the calculation gives 0.4 eV.

Charges per atom according to natural (NBO) partitioning, unit e: atom 1 (C): -0.186, atom 2 (C): 0.660, atom 3 (C): 0.115, atom 4 (C): -0.624, atom 5 (C): -0.182, atom 6 (C): 0.796, atom 7 (C): -0.389, atom 8 (C): -0.505, atom 9 (C): 0.797, atom 10 (H): 0.378, atom 11 (H): 0.369, atom 12 (H): 0.227, atom 13 (H): 0.191, atom 14 (H): 0.491, atom 15 (H): 0.207, atom 16 (H): 0.227, atom 17 (H): 0.200, atom 18 (H): 0.412, atom 19 (H): 0.287, atom 20 (H): 0.232, atom 21 (H): 0.211, atom 22 (H): 0.250, atom 23 (H): 0.246, atom 24 (H): 0.506, atom 25 (H): 0.509, atom 26 (N): -0.856, atom 27 (N): -0.608, atom 28 (O): -0.632, atom 29 (O): -0.741, atom 30 (O): -0.607, atom 31 (O): -0.609, atom 32 (O): -0.693, atom 33 (O): -0.677

***

Arrangement b

DFT (the ωB97M-V functional and the def2-TZVPD basis) results for a molecular structure, C9H16N2O6.

Element x y z (Å)
C 0.889 1.439 -0.179
C -0.694 1.199 -0.093
C 1.571 0.818 0.909
C 2.998 0.295 0.460
C 3.074 -0.596 -0.805
C -2.278 -0.651 -0.645
C -3.608 0.109 -0.790
C -2.065 -1.624 0.599
C -0.729 -2.471 0.317
H 0.653 3.255 0.753
H 0.988 3.490 -0.790
H 1.195 1.256 -1.282
H 0.942 -0.043 1.264
H 1.535 1.493 1.736
H 3.276 -0.393 1.399
H 3.729 1.187 0.358
H 4.969 -0.373 -0.377
H -0.342 -0.215 -1.581
H -2.402 -1.160 -1.596
H -3.047 -2.294 0.557
H -1.524 -1.476 2.512
H 0.389 -1.845 0.797
H -0.540 -2.903 -0.925
H -1.247 -3.362 1.022
H -2.721 1.671 -0.378
N 1.203 2.834 0.023
N -1.042 0.185 -0.945
O -1.516 2.056 0.377
O 2.171 -0.944 -1.512
O 4.381 -1.143 -0.889
O -4.765 -0.520 -0.878
O -1.946 -0.775 1.653
O -3.495 1.500 -1.071

The HOMO-LUMO gap is 9.68 eV. For the LUMO energy, the calculation gives 0.1 eV.

Charges per atom according to natural (NBO) partitioning, unit e: atom 1 (C): -0.145, atom 2 (C): 0.712, atom 3 (C): -0.404, atom 4 (C): -0.552, atom 5 (C): 0.803, atom 6 (C): -0.190, atom 7 (C): 0.763, atom 8 (C): 0.080, atom 9 (C): -0.699, atom 10 (H): 0.371, atom 11 (H): 0.367, atom 12 (H): 0.232, atom 13 (H): 0.207, atom 14 (H): 0.242, atom 15 (H): 0.253, atom 16 (H): 0.248, atom 17 (H): 0.488, atom 18 (H): 0.434, atom 19 (H): 0.251, atom 20 (H): 0.197, atom 21 (H): 0.467, atom 22 (H): 0.230, atom 23 (H): 0.258, atom 24 (H): 0.233, atom 25 (H): 0.490, atom 26 (N): -0.843, atom 27 (N): -0.630, atom 28 (O): -0.635, atom 29 (O): -0.570, atom 30 (O): -0.681, atom 31 (O): -0.602, atom 32 (O): -0.684, atom 33 (O): -0.692

***

Computed stability ranking, most favorable first: arrangement a, arrangement b